1.
Below is a structure of composition C41H53BClKN8O7, with properties calculated with ωB97M-V/def2-TZVPD.

Computed properties:
- Charge: -2
- Electronic energy: -99159.33564 eV
- HOMO energy: -3.577 eV
- M: 855.29 g mol⁻¹

Last column: Mulliken charge in e.
CARTESIAN COORDINATES (ANGSTROEM)
K (-1.594, -0.038, -0.201)  0.9096
C (-0.526, 1.438, 4.148)  -1.7965
C (-0.285, 1.785, 2.695)  3.2916
C (0.045, 3.288, 2.498)  -1.6539
C (0.874, 1.002, 2.132)  -0.5068
C (2.097, 0.835, 2.737)  -1.0155
C (2.820, 0.114, 1.830)  0.2859
C (4.233, -0.242, 1.952)  1.1839
C (4.459, -1.007, 3.257)  -1.4935
C (5.153, 1.030, 1.918)  -1.5867
N (2.028, -0.125, 0.742)  0.7708
N (0.801, 0.481, 0.935)  -0.2593
B (2.269, -1.041, -0.461)  0.7157
N (2.091, -0.242, -1.781)  0.6310
N (0.828, 0.211, -2.151)  -0.2953
C (0.999, 1.101, -3.097)  -0.1322
C (2.378, 1.275, -3.428)  -0.6314
C (2.999, 0.442, -2.561)  -0.3025
C (4.496, 0.410, -2.309)  1.9950
C (5.258, -0.251, -3.492)  -1.8442
C (5.048, 1.787, -2.107)  -1.7668
C (-0.240, 1.788, -3.684)  2.3022
C (-0.233, 3.283, -3.464)  -1.6050
C (-0.408, 1.506, -5.213)  -1.8156
N (1.370, -2.304, -0.387)  0.3396
N (0.027, -2.233, -0.379)  0.2225
C (-0.479, -3.439, -0.394)  -0.6100
C (0.601, -4.381, -0.465)  -1.6787
C (1.753, -3.610, -0.464)  0.6950
C (3.163, -4.191, -0.528)  0.0211
C (3.973, -3.740, -1.781)  -1.2420
C (4.003, -3.917, 0.758)  -1.2518
C (-2.017, -3.613, -0.269)  2.2779
C (-2.535, -4.970, -0.735)  -1.9835
C (-2.481, -3.409, 1.194)  -1.4052
H (-1.268, 2.067, 4.599)  0.3759
H (-0.815, 0.406, 4.380)  0.3324
H (0.346, 1.603, 4.774)  0.3358
H (-1.230, 1.585, 2.140)  -1.5701
H (1.037, 3.566, 2.980)  0.2671
H (0.081, 3.460, 1.418)  0.3419
H (-0.687, 3.883, 2.930)  0.4784
H (2.479, 1.194, 3.671)  0.5328
H (4.538, -0.795, 1.119)  -0.6977
H (4.044, -0.432, 4.102)  0.2711
H (3.949, -1.978, 3.246)  0.3097
H (5.557, -1.219, 3.402)  0.4030
H (5.063, 1.576, 2.901)  0.3061
H (6.182, 0.782, 1.698)  0.4551
H (4.884, 1.729, 1.167)  0.2733
H (3.391, -1.420, -0.431)  -0.9964
H (2.843, 1.959, -4.143)  0.4441
H (4.692, -0.184, -1.401)  -0.7473
H (5.015, 0.277, -4.390)  0.3926
H (6.318, -0.184, -3.319)  0.4632
H (4.987, -1.260, -3.695)  0.3581
H (4.921, 2.437, -2.978)  0.3282
H (4.606, 2.317, -1.234)  0.2883
H (6.089, 1.725, -1.924)  0.4896
H (-1.091, 1.275, -3.186)  -0.8200
H (0.653, 3.671, -3.959)  0.3695
H (-1.092, 3.748, -3.934)  0.4572
H (-0.280, 3.525, -2.407)  0.2400
H (0.458, 1.910, -5.755)  0.2970
H (-0.508, 0.435, -5.395)  0.4045
H (-1.319, 1.886, -5.589)  0.5111
H (0.547, -5.445, -0.412)  0.3942
H (3.049, -5.281, -0.580)  0.5229
H (4.319, -2.701, -1.693)  -0.0300
H (4.875, -4.356, -1.946)  0.4705
H (3.425, -3.779, -2.721)  0.3374
H (4.370, -2.877, 0.772)  0.0634
H (3.461, -4.136, 1.662)  0.3348
H (4.889, -4.551, 0.699)  0.5065
H (-2.571, -2.873, -0.871)  -0.6261
H (-2.306, -5.813, -0.049)  0.2892
H (-3.617, -4.923, -0.856)  0.5017
H (-2.153, -5.185, -1.751)  0.4251
H (-2.059, -4.237, 1.796)  0.4369
H (-2.098, -2.493, 1.687)  0.1594
H (-3.544, -3.455, 1.290)  0.3738
O (-5.154, -1.201, 2.610)  -0.8651
C (-4.455, -0.653, 1.748)  -0.0284
O (-3.425, 0.031, 1.879)  -0.4545
C (-4.949, -0.966, 0.296)  0.5461
C (-5.964, -1.911, 0.137)  -0.7084
C (-6.233, -2.421, -1.106)  -0.5156
C (-5.573, -1.890, -2.216)  -0.9348
C (-4.676, -0.843, -2.022)  0.5382
N (-4.344, -0.439, -0.784)  0.4194
C (-4.153, -0.144, -3.337)  -0.0147
O (-4.714, -0.476, -4.400)  -0.8526
O (-3.169, 0.584, -3.171)  -0.4358
H (-6.422, -2.296, 1.067)  0.4146
H (-6.967, -3.206, -1.275)  0.3539
H (-5.809, -2.045, -3.240)  0.5708
Cl (-4.160, 4.418, 6.663)  -0.2736
C (-3.913, 4.243, 4.872)  0.3173
C (-3.976, 2.945, 4.334)  -1.0450
C (-3.899, 2.800, 2.927)  0.3154
C (-3.838, 3.899, 2.109)  -0.0184
C (-3.692, 5.141, 2.647)  -0.3511
C (-3.709, 5.328, 4.020)  -0.5633
C (-3.949, 3.689, 0.643)  0.3250
O (-4.627, 4.486, -0.012)  -0.7190
O (-3.361, 2.672, 0.152)  -0.1312
H (-4.068, 2.085, 4.945)  0.6035
H (-3.881, 1.811, 2.530)  0.3646
H (-3.592, 6.001, 1.996)  0.4537
H (-3.592, 6.323, 4.437)  0.4117
O (-3.132, 2.880, -2.167)  0.0477
N (-3.997, 2.691, -1.542)  0.4099


2.
Below is a structure of composition C41H53F8N2O3PSSb, with properties calculated with ωB97M-V/def2-TZVPD.

Computed properties:
- Energy above the lowest of the compared OMol25 structures with the same formula, charge and spin: 0.000 eV
- Charge: -1
- Electronic energy: -100900.25084 eV
- HOMO energy: -5.048 eV
- M: 958.67 g mol⁻¹

Last column: Mulliken charge in e.
CARTESIAN COORDINATES (ANGSTROEM)
C (-1.924, 0.292, 3.805)  -1.3558
C (-1.954, -1.220, 3.692)  0.3479
O (-0.585, -1.647, 3.747)  -0.5958
C (-2.656, -1.703, 2.426)  -0.9277
O (-2.326, -0.952, 1.307)  0.0007
Sb (-1.461, -1.862, -0.326)  0.6676
S (-3.259, -3.709, -0.434)  -0.4279
C (-2.677, -0.682, -1.697)  -1.1467
C (-4.050, -0.226, -1.200)  -0.6600
C (-4.102, 0.927, -0.178)  -0.6242
C (-2.911, 1.873, -0.183)  0.7969
N (-2.939, 2.755, 0.993)  -0.7635
C (0.193, -0.408, -0.247)  -1.6243
C (0.583, 0.213, -1.579)  -0.0014
O (1.997, 0.097, -1.851)  -0.3162
C (2.769, 0.971, -1.091)  -0.6949
C (3.175, 2.194, -1.899)  0.9668
F (3.511, 3.225, -1.087)  -0.2952
F (2.192, 2.629, -2.704)  -0.2808
F (4.240, 1.958, -2.691)  -0.3011
P (-0.333, -3.171, -2.285)  0.4511
N (-1.199, -3.711, -3.503)  -0.8698
H (-1.184, 0.678, 3.103)  0.0773
H (-2.900, 0.703, 3.533)  0.3951
H (-1.664, 0.617, 4.813)  0.4712
H (-2.498, -1.647, 4.549)  0.2957
H (-0.580, -2.613, 3.731)  0.2891
H (-3.744, -1.673, 2.612)  0.2802
H (-2.399, -2.769, 2.286)  0.4547
H (-0.636, -2.895, 0.795)  -0.1035
H (-4.188, -3.080, 0.298)  0.0470
H (-2.079, 0.166, -2.039)  0.4992
H (-2.806, -1.353, -2.549)  0.4975
H (-4.647, 0.049, -2.078)  0.4448
H (-4.554, -1.095, -0.769)  0.1269
H (-4.175, 0.513, 0.829)  0.0081
H (-5.007, 1.521, -0.345)  0.5006
H (-2.922, 2.508, -1.078)  0.4251
H (-1.993, 1.279, -0.218)  -0.7812
H (-2.585, 2.227, 1.787)  0.2717
H (-2.269, 3.503, 0.854)  0.1246
H (-0.081, 0.347, 0.494)  0.5662
H (1.031, -0.978, 0.160)  0.6809
H (0.122, -0.293, -2.430)  0.2483
H (0.286, 1.266, -1.647)  0.0861
H (2.247, 1.319, -0.193)  0.3771
H (3.692, 0.475, -0.781)  0.3192
H (0.792, -2.434, -2.734)  -0.1542
H (0.422, -4.169, -1.612)  -0.0719
H (-2.193, -3.617, -3.315)  0.3450
F (2.468, -2.937, 0.247)  -0.0743
C (2.985, -4.180, 0.248)  0.2901
C (3.249, -4.775, 1.466)  -0.4664
C (3.778, -6.056, 1.479)  -0.2109
C (4.038, -6.716, 0.285)  -0.6442
C (3.764, -6.091, -0.924)  -0.4457
C (3.232, -4.809, -0.955)  -0.3924
H (3.034, -4.236, 2.377)  0.3122
H (3.981, -6.531, 2.429)  0.4304
H (4.446, -7.719, 0.297)  0.3759
H (3.956, -6.605, -1.856)  0.3611
H (3.000, -4.306, -1.884)  0.4699
F (-0.566, -2.592, -7.410)  -0.3206
C (0.471, -1.843, -6.984)  0.4087
C (1.525, -1.639, -7.854)  -0.6399
C (2.593, -0.864, -7.425)  -0.2610
C (2.587, -0.306, -6.155)  -0.7680
C (1.508, -0.524, -5.305)  0.1518
C (0.436, -1.309, -5.711)  -0.4765
H (1.500, -2.087, -8.838)  0.4209
H (3.431, -0.695, -8.090)  0.3448
H (3.420, 0.300, -5.822)  0.4352
H (1.527, -0.093, -4.313)  0.2145
H (-0.400, -1.539, -5.061)  0.4488
F (-0.148, 4.721, 0.925)  -0.1207
C (0.888, 5.474, 1.361)  0.4273
C (1.990, 5.605, 0.539)  -0.4644
C (3.055, 6.370, 0.992)  -0.3717
C (2.999, 6.985, 2.236)  -0.6392
C (1.873, 6.835, 3.033)  -0.3026
C (0.798, 6.072, 2.600)  -0.5569
H (2.006, 5.108, -0.420)  0.4462
H (3.932, 6.481, 0.368)  0.3858
H (3.833, 7.580, 2.585)  0.3641
H (1.829, 7.312, 4.004)  0.3641
H (-0.089, 5.933, 3.203)  0.4200
F (3.437, -5.998, 4.996)  -0.2607
C (2.488, -5.425, 5.772)  0.6426
C (2.126, -6.068, 6.938)  -0.5909
C (1.147, -5.487, 7.731)  -0.2506
C (0.556, -4.290, 7.354)  -0.7399
C (0.946, -3.664, 6.177)  -0.3780
C (1.922, -4.232, 5.370)  -0.6512
H (2.600, -7.003, 7.204)  0.4190
H (0.844, -5.977, 8.648)  0.3527
H (-0.209, -3.843, 7.974)  0.3822
H (0.482, -2.732, 5.875)  0.5707
H (2.236, -3.762, 4.448)  0.4809
F (-6.109, 6.561, -1.930)  -0.3295
C (-4.765, 6.437, -2.013)  0.5137
C (-4.077, 5.922, -0.934)  -0.6531
C (-2.698, 5.806, -1.034)  0.1008
C (-2.038, 6.188, -2.194)  -0.6434
C (-2.761, 6.699, -3.262)  -0.3399
C (-4.140, 6.831, -3.179)  -0.5322
H (-4.609, 5.607, -0.047)  0.4440
H (-2.136, 5.409, -0.201)  0.2422
H (-0.963, 6.081, -2.264)  0.4556
H (-2.252, 6.994, -4.171)  0.3658
H (-4.728, 7.222, -3.998)  0.4161